68
Properties=species:S:1:pos:R:3:mulliken_charge:R:1 method="wB97M-V/def2-TZVPD" largest_force_ev_per_a=4.06 multiplicity=1 charge=+1 e_lumo_ha=-0.174 gap_ev=6.971 de_lowest_kj_mol=244.53
C -7.164 -0.528 -0.873 -0.87
C -6.794 0.732 -1.753 -0.66
C -5.574 1.549 -1.214 -0.90
C -4.157 0.926 -1.553 0.90
C -4.222 -0.436 -2.312 -1.32
C -3.280 0.919 -0.266 -0.72
C -3.831 0.285 1.089 -0.63
N -2.556 -0.051 1.765 -0.24
C -1.493 0.627 1.073 -0.16
N -0.408 1.170 1.568 -0.17
N -1.853 0.577 -0.347 0.29
C -1.479 -0.840 -0.627 -0.80
C -0.596 -0.858 -1.922 -0.85
C -0.419 -2.282 -2.556 0.65
C -0.366 -3.432 -1.476 -1.37
C -1.433 -2.603 -3.699 -1.44
H -7.130 -1.446 -1.494 0.23
H -6.553 -0.616 0.045 0.14
H -8.228 -0.427 -0.564 0.37
H -7.673 1.415 -1.682 0.44
H -6.720 0.477 -2.828 0.38
H -5.651 2.560 -1.675 0.37
H -5.739 1.699 -0.126 0.35
H -3.678 1.649 -2.253 0.43
H -3.201 -0.737 -2.640 0.10
H -4.813 -0.378 -3.248 0.43
H -4.603 -1.244 -1.647 0.23
H -3.237 2.010 -0.018 0.35
H -4.611 -0.494 1.037 0.33
H -4.148 1.198 1.635 0.35
H -2.387 -1.035 1.951 0.37
H 0.297 0.684 2.117 0.23
H -0.223 2.137 1.319 0.26
H -2.368 -1.500 -0.730 0.26
H -0.862 -1.294 0.188 0.67
H -0.988 -0.190 -2.717 0.25
H 0.412 -0.486 -1.626 0.29
H 0.591 -2.290 -3.026 0.36
H 0.414 -3.215 -0.717 0.30
H -0.074 -4.373 -1.982 0.45
H -1.367 -3.531 -1.007 0.26
H -1.569 -1.728 -4.372 0.36
H -0.967 -3.389 -4.337 0.45
H -2.394 -3.029 -3.348 0.27
C 6.525 0.009 5.455 -0.51
C 7.764 -0.027 4.822 -0.48
C 7.868 0.284 3.473 -0.53
C 6.729 0.621 2.749 0.11
C 5.481 0.634 3.378 0.13
C 5.385 0.338 4.736 -0.50
C 4.254 0.944 2.610 0.57
O 3.159 0.959 3.153 -0.71
C 4.375 1.226 1.160 0.10
C 3.224 1.462 0.420 -0.34
C 3.311 1.740 -0.936 -0.35
C 4.558 1.792 -1.556 -0.63
C 5.711 1.552 -0.820 -0.65
C 5.621 1.259 0.539 0.51
C 6.854 0.969 1.312 0.56
O 7.942 1.010 0.775 -0.64
H 6.448 -0.225 6.509 0.40
H 8.651 -0.296 5.382 0.41
H 8.834 0.260 2.986 0.48
H 4.423 0.359 5.230 0.45
H 2.258 1.424 0.903 0.25
H 2.411 1.918 -1.512 0.48
H 4.629 2.016 -2.613 0.40
H 6.678 1.589 -1.305 0.50

=====

70
Properties=species:S:1:pos:R:3:mulliken_charge:R:1 method="wB97M-V/def2-TZVPD" smiles="CC(C)N(CCCNC(=O)C1CCN(C(=O)c2cc3sccc3n2C)CC1)Cc1ccccc1" largest_force_ev_per_a=1.00 multiplicity=1 charge=0 e_lumo_ha=0.021 gap_ev=8.032
C 3.550 0.620 -4.224 -1.59
H 4.044 -0.215 -4.714 0.48
H 2.765 0.986 -4.881 0.31
H 4.281 1.414 -4.086 0.34
C 2.974 0.162 -2.877 0.24
N 2.506 1.252 -2.016 0.77
C 1.627 2.220 -2.663 -0.94
H 1.056 1.707 -3.437 0.50
C 0.633 2.847 -1.678 -0.77
C -0.425 1.852 -1.205 -0.84
N 0.177 0.754 -0.486 0.55
C -0.308 0.287 0.677 -0.29
O -1.289 0.757 1.223 -0.71
C 0.457 -0.931 1.206 1.66
C 0.283 -1.089 2.727 -1.04
C -0.703 -2.212 3.061 -1.54
N -1.845 -2.127 2.179 0.20
C -2.946 -1.469 2.623 0.55
O -3.056 -1.105 3.784 -0.70
C -4.045 -1.277 1.654 0.31
C -4.645 -2.188 0.797 -0.36
C -5.719 -1.510 0.213 -0.08
C -5.738 -0.206 0.726 0.57
N -4.722 -0.087 1.614 0.14
C -4.346 1.100 2.334 -0.83
H -5.000 1.917 2.039 0.38
H -4.429 0.927 3.408 0.28
H -3.309 1.353 2.105 0.25
C -6.777 0.593 0.195 -1.14
C -7.521 -0.110 -0.695 -0.29
S -6.998 -1.753 -0.928 -0.25
H -8.372 0.231 -1.251 0.44
H -6.969 1.619 0.454 0.34
H -4.360 -3.210 0.649 0.57
C -1.559 -2.395 0.787 -1.25
H -1.828 -3.432 0.542 0.34
C -0.074 -2.174 0.478 -1.14
H 0.043 -2.061 -0.601 0.15
H 0.514 -3.040 0.787 0.53
H -2.168 -1.731 0.169 0.65
H -0.241 -3.197 2.950 0.45
H -1.068 -2.103 4.084 0.55
H -0.116 -0.156 3.128 0.48
H 1.243 -1.293 3.202 0.38
H 1.515 -0.803 0.960 0.35
H 1.079 0.467 -0.854 -0.38
H -1.142 2.335 -0.535 0.46
H -0.975 1.462 -2.072 0.28
H 1.161 3.245 -0.810 0.30
H 0.132 3.679 -2.175 0.41
H 2.203 3.022 -3.149 0.27
C 3.606 1.898 -1.296 -1.58
C 4.005 1.104 -0.080 0.50
C 3.257 1.201 1.087 -0.29
C 3.612 0.483 2.215 -0.44
C 4.714 -0.355 2.187 -0.67
C 5.466 -0.459 1.029 -0.74
C 5.117 0.271 -0.094 -0.05
H 5.725 0.201 -0.986 0.44
H 6.332 -1.104 1.003 0.40
H 4.991 -0.917 3.066 0.42
H 3.027 0.582 3.118 0.52
H 2.394 1.850 1.116 0.20
H 3.268 2.883 -0.971 0.64
H 4.482 2.046 -1.947 0.41
C 1.871 -0.873 -3.096 -1.22
H 1.005 -0.439 -3.589 0.28
H 1.554 -1.298 -2.147 0.08
H 2.248 -1.678 -3.722 0.54
H 3.773 -0.332 -2.312 0.26

=====

79
Properties=species:S:1:pos:R:3:mulliken_charge:R:1 method="wB97M-V/def2-TZVPD" largest_force_ev_per_a=1.08 multiplicity=1 charge=0 e_lumo_ha=0.008 gap_ev=8.042
Sn -0.178 0.294 1.131 1.90
N 0.956 2.281 2.383 -0.45
C 0.357 2.816 3.616 -0.64
C -1.042 3.416 3.446 -0.83
N -2.025 2.517 2.860 0.18
C -3.126 2.153 3.759 -1.01
C -2.862 0.869 4.542 -0.52
N -2.727 -0.250 3.611 -0.32
H 1.865 1.886 2.594 0.24
H 1.080 3.003 1.681 0.22
H 0.992 3.607 4.033 0.43
H 0.297 1.996 4.335 0.24
H -0.946 4.306 2.817 0.41
H -1.386 3.732 4.436 0.33
H -2.421 2.942 2.036 0.14
H -4.007 1.983 3.139 0.45
H -3.346 2.965 4.463 0.35
H -3.683 0.716 5.253 0.42
H -1.934 0.969 5.113 0.23
H -3.498 -0.242 2.948 0.17
H -2.743 -1.145 4.084 0.21
C -1.542 -0.377 -6.615 -1.63
C -1.800 0.159 -5.234 0.88
C -1.559 -0.639 -4.117 -0.58
C -1.703 -0.121 -2.843 -0.39
C -2.111 1.194 -2.680 -0.43
C -2.399 1.992 -3.774 -0.34
C -2.240 1.468 -5.047 -0.70
S -2.133 1.801 -1.018 1.38
O -2.625 0.704 -0.193 -0.77
O -2.889 3.029 -0.931 -0.79
N -0.620 1.959 -0.580 0.17
C 0.375 2.678 -1.180 0.50
C 0.199 3.580 -2.244 -0.70
C 1.299 4.245 -2.742 -0.58
C 2.556 4.003 -2.198 -0.55
C 2.637 3.096 -1.158 -0.52
N 1.590 2.455 -0.648 -0.11
H -1.461 -1.462 -6.604 0.37
H -0.599 0.025 -6.992 0.32
H -2.332 -0.090 -7.309 0.40
H -1.252 -1.670 -4.247 0.40
H -1.513 -0.715 -1.960 0.37
H -2.755 3.003 -3.618 0.56
H -2.458 2.089 -5.907 0.39
H -0.790 3.750 -2.642 0.32
H 1.184 4.957 -3.549 0.42
H 3.436 4.509 -2.568 0.41
H 3.592 2.864 -0.696 0.39
O -1.309 -2.339 0.386 -0.42
C -1.078 -2.958 -0.642 -0.50
C 0.115 -2.938 -1.459 0.90
C 0.124 -3.764 -2.580 -0.19
C 1.223 -3.845 -3.403 -0.66
C 2.381 -3.095 -3.107 -0.41
C 2.401 -2.264 -2.033 -0.67
C 1.271 -2.107 -1.154 0.02
O 1.334 -1.306 -0.184 -0.67
N 1.191 -4.692 -4.563 1.01
O 0.150 -5.280 -4.825 -0.64
O 2.205 -4.783 -5.242 -0.65
H -1.863 -3.641 -1.032 0.19
H -0.746 -4.365 -2.818 0.46
H 3.236 -3.197 -3.761 0.50
H 3.276 -1.669 -1.804 0.47
O 1.400 -0.552 3.110 -0.73
S 1.172 -2.034 2.999 0.63
C 1.305 -2.599 4.742 -0.82
C 2.798 -2.614 5.025 -0.54
C 3.401 -3.369 3.845 -0.66
C 2.818 -2.731 2.588 -0.70
H 0.857 -3.592 4.820 0.40
H 0.740 -1.887 5.341 0.36
H 3.041 -3.072 5.984 0.41
H 3.160 -1.583 5.034 0.22
H 3.111 -4.420 3.901 0.29
H 4.490 -3.316 3.846 0.34
H 2.706 -3.425 1.756 0.39
H 3.381 -1.864 2.246 0.33

=====

68
Properties=species:S:1:pos:R:3:mulliken_charge:R:1 method="wB97M-V/def2-TZVPD" largest_force_ev_per_a=4.10 multiplicity=1 charge=+1 e_lumo_ha=-0.113 gap_ev=7.061 de_lowest_kj_mol=11.26
C 6.209 3.029 2.281 -0.80
O 5.835 1.873 3.048 -0.45
C 4.593 1.360 2.847 0.79
C 4.309 0.136 3.497 -0.79
C 3.109 -0.501 3.245 -0.42
C 2.130 0.112 2.458 -0.12
C 0.804 -0.578 2.285 0.65
C -0.419 0.029 2.908 0.47
C -1.559 -0.789 3.003 -0.77
C -2.807 -0.224 3.116 -0.71
C -2.932 1.183 3.040 0.76
O -4.179 1.670 2.832 -0.45
C -4.358 3.095 2.699 -0.80
C -1.789 2.006 3.107 -0.67
C -0.543 1.415 3.001 -0.28
C 2.405 1.316 1.804 -0.26
C 3.619 1.963 2.019 -0.63
H 7.253 3.178 2.546 0.24
H 6.105 2.852 1.201 0.34
H 5.607 3.901 2.570 0.32
H 5.071 -0.295 4.137 0.42
H 2.915 -1.495 3.660 0.37
H 0.907 -1.615 2.590 0.78
H -1.465 -1.879 2.893 0.53
H -3.711 -0.815 3.172 0.43
H -5.433 3.200 2.538 0.24
H -4.044 3.617 3.617 0.33
H -3.793 3.489 1.838 0.31
H -1.862 3.086 3.160 0.42
H 0.341 2.055 2.862 0.56
H 1.673 1.766 1.129 0.40
H 3.811 2.925 1.547 0.36
C -1.495 -2.312 0.082 -1.61
C -1.447 -2.261 -1.428 0.66
C -0.945 -3.591 -1.987 -1.49
N -0.680 -1.099 -2.044 1.05
C -0.675 -1.302 -3.509 -0.56
C -1.881 -1.316 -4.165 -0.02
C -1.839 -1.530 -5.546 -1.03
C -0.618 -1.705 -6.180 -0.48
C 0.595 -1.675 -5.467 -1.07
C 0.564 -1.468 -4.085 0.43
C -1.290 0.268 -1.770 0.46
C -0.689 1.330 -2.690 -1.52
C -1.221 0.751 -0.344 -0.90
B 0.973 -1.191 -1.989 0.12
H 0.578 -0.552 1.248 -1.51
H -1.845 -3.314 0.373 0.54
H -0.510 -2.152 0.543 0.17
H -2.242 -1.626 0.488 0.50
H -2.471 -2.103 -1.780 0.10
H -1.489 -4.401 -1.483 0.52
H -1.130 -3.693 -3.065 0.31
H 0.125 -3.732 -1.795 0.36
H -2.799 -1.167 -3.588 0.38
H -2.792 -1.549 -6.069 0.46
H -0.594 -1.870 -7.261 0.44
H 1.543 -1.811 -5.975 0.50
H 1.482 -1.427 -3.395 0.79
H -2.345 0.132 -2.029 0.29
H -1.128 2.300 -2.420 0.52
H 0.397 1.406 -2.561 0.32
H -0.909 1.155 -3.750 0.32
H -1.735 1.723 -0.294 0.62
H -1.746 0.100 0.357 -0.16
H -0.181 0.900 -0.025 -0.10
H 1.252 -2.168 -1.366 0.02
H 1.378 -0.110 -1.683 -0.03

=====

91
Properties=species:S:1:pos:R:3:mulliken_charge:R:1 method="wB97M-V/def2-TZVPD" largest_force_ev_per_a=2.79 multiplicity=1 charge=-1 e_lumo_ha=0.058 gap_ev=5.882 de_lowest_kj_mol=0.00
C -1.105 0.280 -0.733 -0.37
C -0.610 -1.014 -0.862 -0.52
C -0.100 -1.970 0.223 -0.73
P 1.092 -1.271 1.524 -0.04
I 2.915 -2.989 1.022 -0.23
C 0.452 -2.411 2.946 -0.93
C -1.015 -2.400 3.318 0.49
O -1.956 -1.874 2.848 -0.42
F -1.345 -3.277 4.395 -0.37
N -0.050 0.134 2.026 -0.47
C 0.559 1.174 1.950 0.36
S 1.649 2.378 1.759 -0.26
H -0.586 1.154 -1.155 0.18
H -1.975 0.459 -0.066 0.19
H -0.715 -1.451 -1.885 0.30
H 0.490 -2.748 -0.313 0.45
H -0.976 -2.546 0.610 0.27
H 2.056 -0.699 2.442 0.11
H 1.622 -0.399 0.506 0.17
H 0.776 -3.436 2.662 0.42
H 1.022 -2.113 3.857 0.35
C -2.919 -6.055 4.590 0.15
C -2.595 -6.721 5.898 -0.33
O -2.856 -8.100 5.619 -0.33
C -2.745 -8.273 4.279 0.62
O -2.739 -9.335 3.739 -0.53
O -2.642 -7.087 3.637 -0.31
H -2.306 -5.176 4.405 -0.07
H -3.973 -5.776 4.511 0.24
H -1.545 -6.609 6.177 0.29
H -3.218 -6.365 6.716 0.30
C -5.085 -10.416 0.504 -0.32
C -4.767 -11.073 1.819 -0.16
O -5.034 -12.454 1.553 -0.33
C -4.920 -12.640 0.214 0.63
O -4.917 -13.703 -0.318 -0.53
O -4.810 -11.454 -0.438 -0.33
H -4.467 -9.541 0.312 0.29
H -6.138 -10.133 0.419 0.25
H -3.720 -10.961 2.100 0.21
H -5.391 -10.708 2.633 0.31
C 0.830 7.656 1.585 0.04
C 0.810 6.609 2.666 -0.45
O 1.602 5.564 2.109 -0.23
C 2.423 6.123 1.183 0.73
O 3.323 5.557 0.654 -0.55
O 2.082 7.417 0.943 -0.37
H 0.784 8.670 1.982 0.35
H 0.028 7.523 0.860 0.01
H 1.281 6.952 3.592 0.25
H -0.195 6.256 2.889 0.31
C 0.882 6.643 -4.025 -0.15
C 1.169 5.544 -3.040 -0.31
O 0.885 6.172 -1.784 -0.09
C 0.026 7.188 -2.020 0.57
O -0.535 7.810 -1.168 -0.62
O -0.116 7.419 -3.348 -0.40
H 0.506 6.268 -4.969 0.31
H 1.749 7.272 -4.212 0.16
H 0.507 4.686 -3.164 0.18
H 2.201 5.203 -3.082 0.30
C -3.631 3.751 0.442 -0.40
C -3.386 5.212 0.170 -0.42
O -2.078 5.209 -0.391 -0.21
C -1.859 3.975 -0.914 0.58
O -0.929 3.696 -1.596 -0.45
O -2.840 3.108 -0.553 -0.31
H -4.680 3.476 0.340 0.31
H -3.277 3.442 1.429 0.28
H -4.084 5.625 -0.563 0.25
H -3.420 5.820 1.072 0.32
C 7.406 -5.120 -0.370 -0.30
C 7.668 -6.201 0.646 -0.33
O 7.291 -5.580 1.871 -0.34
C 6.408 -4.583 1.570 0.57
O 5.776 -3.982 2.369 -0.43
O 6.350 -4.376 0.228 -0.25
H 7.100 -5.517 -1.337 0.28
H 8.267 -4.461 -0.512 0.26
H 7.042 -7.084 0.489 0.26
H 8.713 -6.509 0.673 0.28
C 1.660 9.217 -8.336 -0.34
C 0.299 8.657 -8.016 -0.30
O 0.610 7.395 -7.430 -0.30
C 1.873 7.471 -6.939 0.71
O 2.371 6.649 -6.243 -0.54
O 2.488 8.612 -7.344 -0.32
H 1.696 10.302 -8.262 0.29
H 2.015 8.917 -9.325 0.27
H -0.242 9.263 -7.285 0.26
H -0.323 8.532 -8.900 0.27

=====

77
Properties=species:S:1:pos:R:3:mulliken_spin:R:1 method="wB97M-V/def2-TZVPD" s_squared=6.0431 largest_force_ev_per_a=1.28 multiplicity=5 charge=+2 e_lumo_ha="-0.228 / -0.319" gap_ev="7.578 / 5.599"
Pt 1.248 -1.352 0.628 1.45
I 6.563 -1.688 0.057 0.06
C 5.472 -1.665 1.840 0.19
C 6.083 -1.624 3.081 -0.09
C 5.341 -1.634 4.249 0.25
I 6.363 -1.587 6.083 0.08
C 3.914 -1.645 4.208 0.01
C 3.071 -1.628 5.334 0.05
C 1.707 -1.603 5.170 0.00
C 1.177 -1.573 3.878 0.00
N 1.949 -1.590 2.808 0.07
C 3.284 -1.645 2.941 0.06
C 4.052 -1.697 1.704 0.17
O 3.488 -1.777 0.588 0.30
H 7.161 -1.581 3.135 0.00
H 3.498 -1.625 6.327 0.01
H 1.048 -1.594 6.024 0.00
H 0.109 -1.530 3.719 0.00
N -0.923 -7.898 -1.904 0.00
C -1.619 -6.902 -1.349 0.00
O -2.821 -6.909 -1.219 0.00
C -0.831 -5.687 -0.875 0.00
C -1.583 -4.657 -0.310 0.01
C -0.959 -3.493 0.090 -0.01
N 0.356 -3.319 -0.042 0.15
C 1.093 -4.298 -0.555 -0.01
C 0.543 -5.501 -0.979 0.01
H -1.436 -8.699 -2.243 0.00
H 0.074 -7.900 -2.010 0.00
H -2.650 -4.785 -0.206 0.00
H -1.526 -2.677 0.519 0.01
H 2.157 -4.119 -0.642 0.00
H 1.208 -6.246 -1.383 0.00
C -4.729 1.797 -0.926 0.00
C -3.409 1.088 -0.619 0.00
C -3.288 -0.198 -1.432 0.02
C -3.290 0.808 0.875 0.03
O -2.364 1.970 -1.052 0.04
Si -0.833 2.335 -0.845 -0.02
S -0.102 0.242 -0.151 1.12
O 0.017 2.639 -2.137 0.03
C 0.354 2.138 -3.440 0.00
C 0.359 3.350 -4.368 0.00
C 1.753 1.538 -3.327 0.00
C -0.672 1.115 -3.907 0.01
O -0.357 3.224 0.373 0.01
C -0.664 4.579 0.780 0.00
C 0.583 5.129 1.463 0.00
C -1.833 4.496 1.755 0.00
C -1.021 5.421 -0.435 0.00
H -5.569 1.150 -0.696 0.00
H -4.769 2.061 -1.978 0.00
H -4.815 2.703 -0.333 0.00
H -4.087 -0.889 -1.182 0.00
H -2.326 -0.672 -1.229 -0.01
H -3.342 0.031 -2.492 0.00
H -4.096 0.154 1.192 0.00
H -3.344 1.734 1.441 0.00
H -2.335 0.329 1.094 -0.01
H 1.046 4.103 -3.993 0.00
H -0.637 3.781 -4.422 0.00
H 0.670 3.054 -5.364 0.00
H 2.442 2.289 -2.951 0.00
H 2.091 1.206 -4.303 0.00
H 1.756 0.690 -2.641 0.00
H -1.656 1.575 -3.926 0.00
H -0.689 0.255 -3.240 -0.01
H -0.433 0.770 -4.909 0.00
H 0.873 4.508 2.305 0.00
H 0.376 6.132 1.824 0.00
H 1.409 5.175 0.758 0.00
H -1.586 3.842 2.589 0.00
H -2.708 4.103 1.243 0.00
H -2.061 5.485 2.140 0.00
H -0.191 5.446 -1.135 0.00
H -1.247 6.438 -0.122 0.00
H -1.888 5.007 -0.943 0.00